(1)
{
  "formula": "C3H9N3",
  "method": "ωB97M-V/def2-TZVPD",
  "homo_energy_ev": -8.67,
  "lumo_energy_ev": 1.00,
  "smiles": "[H]/N=C/N(N)CC",
  "charge": 0,
  "homo_lumo_gap_ev": 9.675,
  "relative_energy_kj_mol": 246.2,
  "symbols": ["N", "N", "N", "C", "C", "C", "H", "H", "H", "H", "H", "H", "H", "H", "H"],
  "coordinates": [[2.10, 1.09, 0.54], [0.36, -0.33, 0.46], [1.45, -1.22, 0.04], [0.83, 0.91, 0.60], [-1.78, -0.01, -1.10], [-1.11, -0.52, 0.16], [-1.54, -0.24, 1.16], [-2.90, -0.09, -0.89], [-1.46, -0.59, -1.89], [-1.44, 0.96, -1.22], [-1.03, -1.63, 0.11], [2.37, 2.07, 0.53], [0.23, 1.67, 0.94], [1.86, -1.49, 0.92], [2.08, -0.61, -0.36]],
  "mulliken_charge": [-0.7347, 0.1629, -0.7017, -0.1004, -0.8965, -0.6226, 0.3833, 0.2751, 0.3320, 0.3180, 0.2660, 0.2205, 0.4900, 0.2669, 0.3414]
}

=====

(2)
{
  "formula": "C30H80As2F12N5O10",
  "method": "ωB97M-V/def2-TZVPD",
  "homo_energy_ev": [-16.94, -16.94],
  "lumo_energy_ev": [-8.93, -15.32],
  "spin_multiplicity": 2,
  "s_squared": 0.75,
  "charge": 4,
  "homo_lumo_gap_ev": [8.003, 1.613],
  "symbols": ["As", "As", "F", "F", "F", "F", "F", "F", "F", "F", "F", "F", "F", "F", "O", "O", "O", "O", "O", "O", "O", "O", "O", "O", "N", "N", "N", "N", "N", "C", "C", "C", "C", "C", "C", "C", "C", "C", "C", "C", "C", "C", "C", "C", "C", "C", "C", "C", "C", "C", "C", "C", "C", "C", "C", "C", "C", "C", "C", "H", "H", "H", "H", "H", "H", "H", "H", "H", "H", "H", "H", "H", "H", "H", "H", "H", "H", "H", "H", "H", "H", "H", "H", "H", "H", "H", "H", "H", "H", "H", "H", "H", "H", "H", "H", "H", "H", "H", "H", "H", "H", "H", "H", "H", "H", "H", "H", "H", "H", "H", "H", "H", "H", "H", "H", "H", "H", "H", "H", "H", "H", "H", "H", "H", "H", "H", "H", "H", "H", "H", "H", "H", "H", "H", "H", "H", "H", "H", "H"],
  "coordinates": [[3.51, 3.27, 4.62], [0.36, -0.45, 1.41], [0.87, -0.22, 3.11], [2.59, 2.20, 3.47], [4.09, 1.81, 5.42], [2.10, 3.53, 5.71], [-1.39, -0.31, 1.82], [2.02, -0.71, 1.04], [-0.19, -0.67, -0.31], [4.98, 3.25, 3.61], [0.17, -2.28, 1.64], [4.47, 4.23, 5.83], [0.33, 1.31, 1.21], [3.00, 4.77, 3.74], [2.32, -4.13, -1.61], [-4.61, -4.02, -1.59], [-3.39, 2.48, 2.21], [4.25, 2.12, 0.16], [5.11, -2.41, 2.27], [-1.86, 5.18, -1.06], [-4.59, 6.12, -4.83], [3.00, -3.96, -6.71], [-1.02, -6.06, 1.94], [-1.65, 2.81, 5.94], [-3.18, 0.88, 4.52], [-1.96, -3.86, 0.08], [4.56, 0.17, 1.60], [1.75, -3.28, -4.14], [-2.30, 7.20, -3.20], [3.27, 2.66, -0.67], [-4.95, -4.83, -2.82], [-3.73, 5.27, -4.03], [-1.77, 1.05, 4.22], [2.71, -4.64, -0.33], [-3.64, 3.48, 1.17], [-2.33, 5.86, -3.99], [-0.98, 3.30, 7.08], [-4.16, 1.32, 2.18], [5.30, -1.46, 3.36], [-2.65, 7.33, -1.67], [5.31, -3.73, 2.82], [-3.88, 0.26, 3.34], [1.48, -2.22, -2.98], [5.21, 1.18, -0.38], [-0.07, -7.15, 2.14], [-2.94, -2.63, -0.36], [-3.76, -2.84, -1.67], [-0.58, 4.41, -1.04], [-2.80, -5.12, 0.64], [-1.69, 6.57, -0.70], [3.35, -4.83, -7.76], [2.16, -2.71, -1.64], [5.74, 0.35, 0.73], [4.71, -0.05, 3.13], [1.60, -3.61, -6.66], [1.17, -2.77, -5.45], [-5.91, 5.62, -5.02], [-1.85, -6.32, 0.84], [-1.02, 1.61, 5.45], [-1.53, -4.13, -0.79], [-3.57, -5.33, -0.10], [-3.18, 3.06, 0.27], [6.23, -0.53, 0.30], [2.42, 1.98, -0.75], [-3.66, 6.99, -1.47], [-0.89, 0.78, 6.15], [-2.52, -7.17, 0.96], [5.13, -4.46, 2.04], [-1.34, 7.47, -3.34], [4.75, 0.41, -1.00], [-4.69, 3.60, 0.94], [-3.01, 4.35, 1.36], [3.00, -5.68, -0.51], [0.01, 1.82, 5.16], [-3.24, 0.21, 5.28], [-4.08, -5.19, -3.38], [-1.67, 5.12, -3.53], [-1.99, 5.91, -5.02], [-0.71, 6.92, -1.02], [-5.59, -4.19, -3.44], [1.84, -1.26, -3.33], [-6.44, 6.04, -5.88], [-6.46, 5.91, -4.12], [0.77, -6.64, 2.61], [-5.89, 4.54, -5.16], [-3.73, 4.25, -4.43], [0.10, -2.67, -5.29], [-4.44, -1.99, -1.74], [-0.84, 2.58, 7.88], [2.75, -3.36, -4.21], [0.39, -2.21, -2.92], [4.36, -5.18, -7.56], [-0.01, 3.71, 6.82], [-5.19, 1.67, 2.28], [-4.13, 0.79, 1.23], [-3.63, -2.47, 0.47], [-3.35, -0.65, 3.07], [4.83, -1.81, 4.28], [5.35, 0.75, 3.51], [2.04, -4.64, 0.53], [-2.71, 8.03, -3.60], [-1.78, 6.77, 0.36], [4.49, -3.88, 3.53], [-1.36, -3.40, 0.75], [-4.22, 5.27, -3.05], [3.62, -4.05, -0.17], [6.30, -3.85, 3.27], [2.90, 3.60, -0.25], [-3.04, -2.80, -2.49], [6.01, 1.63, -0.98], [6.30, 0.96, 1.45], [4.05, -0.62, 1.22], [0.43, -7.54, 1.25], [-4.85, -0.22, 3.53], [-0.37, -7.94, 2.82], [1.51, -2.37, -0.84], [-3.62, 1.69, 4.95], [0.16, 4.93, -0.44], [-1.23, -6.56, -0.03], [-0.57, 3.37, -0.73], [3.15, -4.55, -8.79], [-3.16, -4.66, 1.57], [1.24, -3.11, -7.56], [1.31, -4.12, -3.79], [-5.66, -5.60, -2.52], [3.78, 2.98, -1.58], [3.97, 0.97, 1.40], [-1.68, 4.08, 7.40], [1.06, -4.55, -6.55], [3.68, 0.06, 3.46], [-1.66, 1.79, 3.43], [3.12, -2.21, -1.54], [-2.75, 8.38, -1.37], [-1.33, 0.07, 4.06], [2.75, -5.73, -7.61], [-2.32, -1.74, -0.44], [6.35, -1.48, 3.68], [1.62, -1.80, -5.69], [-0.29, 4.53, -2.08]],
  "mulliken_charge": [1.9621, 2.0090, -0.4113, -0.4894, -0.4629, -0.4661, -0.6478, -0.3395, -0.5144, -0.4997, -0.7063, -0.4914, -0.5321, -0.5090, -0.4910, -0.3497, -0.0048, -0.3648, -0.2508, -0.1529, -0.3494, -0.3187, -0.3078, -0.3422, -0.0192, 0.2520, 0.3717, -0.0881, -0.1126, -0.7500, -0.7627, -0.6149, -0.5252, -0.7117, -0.7151, -0.2003, -0.6647, -0.5245, -1.0037, -0.9386, -0.8685, -0.5646, -0.9286, -0.4785, -0.8172, -0.1100, -0.7092, -0.9068, -0.5122, -0.4503, -0.7881, 0.3667, -0.6295, -0.3813, -0.6586, -0.6095, -0.7131, -0.4722, -0.8648, 0.3497, 0.3425, 0.3679, 0.2151, 0.1318, 0.3033, 0.4666, 0.3959, 0.2048, 0.3885, 0.2253, 0.3946, 0.3716, 0.3520, 0.3248, 0.4770, 0.3174, -0.0533, 0.4586, 0.3959, 0.3535, 0.4233, 0.2704, 0.2848, 0.2695, 0.2945, 0.4944, 0.4058, 0.4005, 0.3525, 0.4004, 0.3390, 0.2835, 0.2281, 0.5931, 0.4951, 0.2467, 0.1741, 0.5404, 0.4636, 0.2288, 0.3856, 0.4164, 0.3947, 0.0665, 0.2860, 0.3230, 0.3328, 0.2141, 0.3568, 0.4820, 0.4256, 0.1715, 0.3572, 0.5384, 0.3202, -0.2438, 0.4506, 0.4583, 0.3332, 0.1995, 0.3199, 0.3869, 0.4275, 0.3653, 0.2766, 0.4735, 0.4697, 0.2608, 0.3942, 0.1633, 0.1971, 0.4887, 0.5249, 0.4578, 0.3452, 0.0801, 0.5436, 0.3719, 0.3468]
}

=====

(3)
{
  "formula": "C19H40N3O22S5",
  "method": "ωB97M-V/def2-TZVPD",
  "homo_energy_ev": -3.26,
  "lumo_energy_ev": 1.82,
  "charge": -1,
  "homo_lumo_gap_ev": 5.080,
  "symbols": ["S", "S", "S", "S", "S", "O", "O", "O", "O", "O", "O", "O", "O", "O", "O", "O", "O", "O", "O", "O", "O", "O", "O", "O", "O", "O", "O", "N", "N", "N", "C", "C", "C", "C", "C", "C", "C", "C", "C", "C", "C", "C", "C", "C", "C", "C", "C", "C", "C", "H", "H", "H", "H", "H", "H", "H", "H", "H", "H", "H", "H", "H", "H", "H", "H", "H", "H", "H", "H", "H", "H", "H", "H", "H", "H", "H", "H", "H", "H", "H", "H", "H", "H", "H", "H", "H", "H", "H", "H"],
  "coordinates": [[2.20, -2.83, 2.38], [-7.15, 0.82, -0.53], [0.92, 4.97, 2.63], [-4.04, -2.87, -1.59], [7.22, -4.97, -1.49], [2.76, -4.29, 2.76], [-8.14, -0.01, -1.49], [0.85, -2.94, 1.98], [0.94, 5.76, 4.04], [-3.21, -4.12, -1.02], [6.81, -4.39, -0.26], [-0.57, 3.25, -2.78], [-7.88, 1.34, 0.56], [7.64, -6.33, -1.56], [0.96, 6.27, 1.70], [-0.33, 4.33, 2.51], [-4.75, -3.30, -2.74], [-6.85, 2.01, -1.56], [2.61, -1.92, 3.39], [8.33, -4.03, -2.13], [-5.06, -2.74, -0.36], [3.09, -2.63, 1.07], [6.09, -4.74, -2.59], [-3.22, -1.72, -1.60], [2.16, 4.30, 2.49], [-5.98, 0.04, -0.36], [0.61, 1.35, -2.75], [-0.31, -0.86, -0.76], [-4.38, 2.41, 1.03], [-1.17, 1.34, -0.09], [1.32, 7.12, 3.83], [-0.19, 2.31, -0.66], [2.20, 1.33, -0.38], [1.15, 2.35, 0.10], [-1.90, 1.89, 1.05], [-0.03, 2.27, -2.22], [-5.01, -3.92, 0.45], [-8.57, 0.82, -2.58], [3.45, -4.85, 1.64], [-3.56, -4.37, 0.35], [3.14, 0.83, 0.73], [4.08, -3.65, 0.96], [-7.37, 1.71, -2.86], [0.76, 7.46, 2.47], [-3.36, 1.38, 1.08], [4.61, 0.84, 0.31], [6.46, -3.66, -3.47], [-0.69, 0.03, 0.32], [7.98, -3.71, -3.49], [4.19, -5.57, 1.98], [-2.91, -3.78, 0.99], [-1.53, -0.42, 0.86], [-8.83, 0.20, -3.43], [4.99, -3.33, 1.47], [5.26, 0.67, 1.17], [2.89, -0.21, 0.95], [8.35, -4.51, -4.14], [-5.69, -4.66, 0.03], [-5.30, -3.67, 1.46], [-1.17, -1.20, -1.17], [4.83, 0.03, -0.39], [2.41, 7.18, 3.84], [-1.41, 1.60, 2.00], [-3.49, 0.77, 1.98], [2.80, 1.80, -1.16], [-0.32, 7.67, 2.52], [0.18, -1.65, -0.37], [0.92, 7.74, 4.62], [2.72, -5.34, 0.99], [-4.05, 3.30, 1.38], [0.98, 2.15, 1.17], [1.60, 3.35, 0.06], [4.89, 1.79, -0.14], [1.72, 0.48, -0.85], [8.43, -2.77, -3.78], [6.09, -2.73, -3.06], [-1.92, 2.98, 1.00], [-9.43, 1.40, -2.26], [6.02, -3.83, -4.45], [-3.48, 0.70, 0.24], [4.31, -3.83, -0.09], [-3.44, -5.43, 0.56], [-7.63, 2.63, -3.36], [0.14, 0.08, 1.06], [-4.76, 2.51, 0.11], [-0.66, 3.28, -0.53], [-6.60, 1.18, -3.42], [1.27, 8.29, 1.99], [3.04, 1.42, 1.65]],
  "mulliken_charge": [1.0861, 0.9397, 1.2210, 1.0687, 1.1002, -0.3709, -0.3242, -0.4799, -0.3388, -0.3346, -0.4778, -0.8204, -0.6029, -0.5632, -0.3070, -0.4900, -0.6270, -0.3444, -0.5871, -0.3191, -0.2656, -0.2799, -0.3111, -0.4886, -0.5643, -0.1890, -0.6446, -0.2249, -0.5945, 0.4420, -0.4020, -0.2289, -0.6657, -1.0041, -0.4140, -0.1916, -0.3185, -0.3836, -0.3767, -0.3274, 0.7972, -0.0790, -0.3097, -0.3158, -0.0835, -1.5851, -0.2285, -1.2729, -0.3326, 0.3250, 0.2724, 0.4350, 0.3203, 0.2929, 0.4047, -0.6696, 0.2901, 0.2497, 0.3435, 0.1981, 0.2562, 0.2845, 0.2027, 0.2473, 0.5958, 0.2806, 0.2101, 0.3130, 0.3022, 0.2311, 0.4090, 0.6352, 0.4629, 0.4988, 0.3086, 0.2366, 0.3077, 0.2959, 0.2990, 0.0180, 0.1181, 0.3044, 0.2933, 0.3337, 0.1805, 0.4263, 0.2904, 0.2949, 0.3155]
}

=====

(4)
{
  "formula": "C5H13NOS2",
  "method": "ωB97M-V/def2-TZVPD",
  "homo_energy_ev": -9.11,
  "lumo_energy_ev": 0.61,
  "charge": 0,
  "homo_lumo_gap_ev": 9.721,
  "relative_energy_kj_mol": 590.7,
  "symbols": ["S", "S", "O", "N", "C", "C", "C", "C", "C", "H", "H", "H", "H", "H", "H", "H", "H", "H", "H", "H", "H", "H"],
  "coordinates": [[-2.24, 0.43, -3.25], [2.15, 1.12, 1.21], [2.68, 2.53, 1.79], [-1.05, -2.07, -1.19], [-0.82, 0.42, -1.96], [1.87, -0.03, 2.72], [0.33, 0.82, 0.72], [0.29, -0.44, -0.01], [-0.98, -0.55, -0.78], [0.00, 0.22, -2.78], [-1.79, -2.62, -0.53], [1.68, -1.12, 2.71], [-0.21, 1.70, 0.19], [-2.93, 1.37, -2.61], [2.98, 0.04, 3.11], [1.00, -0.53, -0.97], [0.64, -1.35, 0.59], [-0.73, 1.46, -1.75], [-2.10, -0.39, -0.32], [1.00, 0.47, 3.37], [-0.16, 0.61, 2.00], [-1.63, -2.08, -2.27]],
  "mulliken_charge": [-0.1775, 0.4197, -0.5897, -0.7602, -1.2127, -0.9335, -0.3638, -0.7971, 0.7411, 0.3076, 0.2991, 0.3646, 0.3697, 0.1154, 0.3062, 0.2272, 0.3037, 0.4634, 0.2006, 0.3240, 0.1119, 0.2803]
}